59
Properties=species:S:1:pos:R:3:forces:R:3:mulliken_charge:R:1 method="wB97M-V/def2-TZVPD" total_charge=+1 e_homo_ha="-0.371 / -0.371" gap_ev="6.03 / 6.03" de_lowest_kj_mol=68.1
Pt 0.12552 0.81734 0.79443 1.3 -0.1 1.1 2.336
Cl 6.91890 0.03353 0.24502 0.0 -0.1 -0.1 -0.241
C 5.34112 0.54063 0.74729 0.1 0.0 0.0 0.523
C 5.22191 1.54316 1.66322 -0.3 0.0 0.1 -0.473
C 3.95193 1.97584 2.12149 0.5 -0.5 -0.4 -0.287
I 3.83594 3.48905 3.48651 -0.1 0.4 0.4 0.111
C 2.80712 1.38752 1.63378 -0.4 0.0 -0.2 0.751
O 1.58596 1.73544 1.95567 -0.6 0.0 0.6 -0.681
C 2.94948 0.34821 0.67564 -0.1 0.2 0.3 -0.058
N 1.77280 -0.20265 0.23693 0.5 0.2 -1.1 -0.600
C 1.81150 -1.20625 -0.62355 0.0 0.0 0.2 0.000
C 3.01616 -1.71618 -1.11287 0.1 -0.1 0.1 -1.280
C 4.20361 -1.16067 -0.70873 -0.1 -0.1 0.0 -0.742
C 4.19314 -0.10270 0.21984 0.3 -0.1 -0.1 -0.066
H 6.11842 2.00788 2.04900 0.0 0.0 0.0 0.411
H 0.86230 -1.61184 -0.94211 0.1 -0.1 0.0 0.586
H 2.99294 -2.53897 -1.81240 0.0 0.0 0.0 0.497
H 5.14446 -1.53890 -1.08548 0.0 0.0 0.0 0.468
C -1.53740 2.11768 4.14387 0.1 0.3 0.1 -1.102
P -2.08267 0.63021 3.33625 0.6 -0.3 -0.1 1.018
C -3.39670 1.09503 2.22868 -0.2 0.1 -0.4 -1.006
C -2.81978 -0.39860 4.58022 -0.1 -0.4 0.2 -1.270
O -0.93711 -0.08609 2.62768 -0.8 0.7 -0.1 -0.915
H -2.37986 2.67665 4.55384 0.0 0.0 0.0 0.410
H -1.00679 2.74943 3.42808 0.0 0.0 0.0 0.269
H -0.84475 1.86296 4.94597 0.0 0.0 0.0 0.359
H -4.21533 1.58028 2.76047 0.0 0.0 0.0 0.498
H -3.77104 0.20690 1.71598 0.0 0.0 0.0 0.336
H -3.00625 1.78893 1.48024 0.0 0.0 0.1 0.159
H -3.63276 0.11616 5.09260 0.0 0.0 0.0 0.386
H -2.05697 -0.68057 5.30645 0.0 0.0 0.0 0.371
H -3.20588 -1.30700 4.11571 0.0 0.0 0.0 0.354
C -2.18300 1.71469 -1.48240 -0.1 0.3 0.1 -1.389
P -1.00400 0.42832 -1.03323 -0.4 -1.0 -0.5 0.578
C 0.13537 0.34362 -2.44753 0.0 0.2 -0.3 0.270
C 1.21246 1.23182 -2.48895 -0.1 0.1 0.0 -0.525
C 2.10582 1.20488 -3.54615 0.0 0.0 0.0 -0.818
C 1.94057 0.28568 -4.57485 0.0 0.0 0.0 -0.496
C 0.87221 -0.59822 -4.54665 0.0 0.1 0.1 -0.821
C -0.02978 -0.56670 -3.49015 0.1 0.0 0.0 -0.215
C -1.94011 -1.12114 -1.07798 -0.3 0.1 -0.2 0.623
C -1.70175 -2.09495 -0.11349 0.0 -0.1 0.1 -0.214
C -2.40687 -3.29391 -0.13907 0.1 0.1 0.0 -0.855
C -3.36250 -3.52022 -1.11589 0.0 0.0 0.0 -0.559
C -3.62488 -2.54429 -2.07229 0.0 0.0 0.1 -0.710
C -2.91932 -1.35393 -2.05134 0.0 0.0 0.0 -0.462
H -2.51924 1.54579 -2.50399 -0.1 0.0 0.0 0.548
H -1.69982 2.69154 -1.43410 0.0 0.0 0.0 0.423
H -3.03673 1.70284 -0.80576 0.0 0.0 0.0 0.420
H 1.35800 1.94138 -1.68119 0.0 0.0 0.0 0.427
H 2.93374 1.90118 -3.56338 0.0 0.0 0.0 0.460
H 2.64258 0.26189 -5.39778 0.0 0.0 0.0 0.431
H 0.73890 -1.31453 -5.34648 0.0 0.0 0.0 0.439
H -0.84462 -1.27617 -3.47917 0.0 0.0 0.0 0.391
H -0.98465 -1.90913 0.67941 0.0 0.0 0.0 0.313
H -2.21014 -4.04405 0.61554 0.0 0.0 0.0 0.452
H -3.91238 -4.45199 -1.13051 0.0 0.0 0.0 0.416
H -4.37891 -2.71131 -2.82965 0.0 0.0 0.0 0.428
H -3.14090 -0.60549 -2.80268 0.0 0.0 0.0 0.326